Version P
The following is a DFT calculation (wB97M-V/def2-TZVPD) of a 2-piece molecular cluster, C2H10NOS overall.

LUMO energy (Ha): -0.133
Net charge: +1
Orbital gap (eV): 9.214

Each line ends with the Mulliken charge.
CARTESIAN COORDINATES (ANGSTROEM)
C -0.13 -0.36 -0.83  -0.71
C 1.38 -0.24 -0.69  -0.58
S 2.26 0.43 -2.18  -0.11
N -0.86 -1.04 0.49  -0.37
H -0.32 -1.24 -1.47  0.41
H -0.93 0.35 -0.99  0.45
H 1.72 -1.19 -0.38  0.39
H 1.55 0.61 -0.02  0.34
H 1.01 0.75 -2.61  0.16
H -1.81 -1.29 0.25  0.39
H -0.96 -0.14 1.03  0.30
H -0.31 -1.78 1.01  0.36
H -1.17 2.32 1.74  0.34
H -0.80 1.30 2.80  0.34
O -0.63 1.51 1.86  -0.71



Version Q
The following is a DFT calculation (wB97M-V/def2-TZVPD) of a 2-piece molecular cluster, C2H10NOS overall.

LUMO energy (Ha): -0.132
Net charge: +1
Orbital gap (eV): 9.247

Each line ends with the Mulliken charge.
CARTESIAN COORDINATES (ANGSTROEM)
C -0.23 -0.46 -0.35  -0.61
C -1.37 -1.26 0.20  -0.65
S -1.70 -2.86 -0.59  -0.17
N -0.20 0.86 0.38  -0.21
H -0.27 -0.26 -1.40  0.48
H 0.75 -0.85 -0.14  0.34
H -2.29 -0.69 0.29  0.40
H -1.14 -1.57 1.23  0.34
H -1.11 -2.63 -1.77  0.13
H -0.87 1.51 0.00  0.37
H 0.73 1.32 0.37  0.22
H -0.30 0.61 1.36  0.39
H 2.52 1.84 -0.58  0.35
H 2.97 2.63 0.61  0.33
O 2.50 1.82 0.38  -0.71



Version R
The following is a DFT calculation (wB97M-V/def2-TZVPD) of a 2-piece molecular cluster, C2H10NOS overall.

LUMO energy (Ha): -0.132
Net charge: +1
Orbital gap (eV): 9.375

Each line ends with the Mulliken charge.
CARTESIAN COORDINATES (ANGSTROEM)
C -0.75 0.36 -0.31  -0.25
C 0.38 0.02 -1.13  -0.92
S 0.48 -1.77 -1.97  -0.15
N -0.73 0.05 1.20  -0.29
H -1.16 1.46 -0.29  0.31
H -1.73 0.04 -0.79  0.35
H 0.38 0.67 -2.11  0.30
H 1.34 0.19 -0.66  0.45
H 1.74 -1.96 -1.46  0.18
H -0.75 0.87 1.78  0.24
H -1.59 -0.53 1.37  0.40
H -0.01 -0.55 1.62  0.38
H 0.71 2.76 3.94  0.33
H -0.39 3.27 2.87  0.35
O 0.15 2.43 3.19  -0.69



So which one is most stable? That would be version Q, about 0.0336 hartree below the next structure.



Version P
The following is a DFT calculation (wB97M-V/def2-TZVPD) of a 2-piece molecular cluster, C2H10NOS overall.

LUMO energy (Ha): -0.134
Net charge: +1
Orbital gap (eV): 9.386

Each line ends with the Mulliken charge.
CARTESIAN COORDINATES (ANGSTROEM)
C -0.14 -0.24 1.17  -0.39
C 0.32 1.12 0.63  -0.55
S -0.54 1.43 -0.93  -0.21
N 1.04 -1.13 1.51  -0.34
H -0.72 -0.79 0.45  0.29
H -0.71 -0.08 2.08  0.32
H 1.36 1.13 0.33  0.29
H 0.17 1.89 1.39  0.39
H -1.10 2.64 -0.79  0.16
H 0.79 -2.11 1.29  0.35
H 1.28 -1.12 2.50  0.34
H 1.84 -0.95 0.90  0.35
H 0.06 -1.61 -2.24  0.32
H -1.22 -2.10 -1.54  0.34
O -0.25 -2.08 -1.46  -0.65



Version Q
The following is a DFT calculation (wB97M-V/def2-TZVPD) of a 2-piece molecular cluster, C2H10NOS overall.

LUMO energy (Ha): -0.141
Net charge: +1
Orbital gap (eV): 9.319

Each line ends with the Mulliken charge.
CARTESIAN COORDINATES (ANGSTROEM)
C -0.73 -1.13 0.09  -0.58
C -0.96 0.06 1.02  -0.62
S -1.65 -0.52 2.58  -0.17
N 0.01 -0.80 -1.21  -0.32
H -1.71 -1.57 -0.15  0.37
H -0.28 -1.96 0.60  0.37
H -1.60 0.86 0.62  0.39
H 0.01 0.58 1.11  0.30
H -2.80 -1.10 2.13  0.15
H 0.98 -1.11 -1.03  0.39
H 0.24 0.18 -1.37  0.35
H -0.22 -1.41 -1.99  0.35
H 2.71 2.43 -0.07  0.33
H 3.18 3.18 -1.29  0.33
O 2.84 2.31 -1.03  -0.65



So which one is most stable? That would be version P, about 0.0168 hartree below the next structure.



Version P
The following is a DFT calculation (wB97M-V/def2-TZVPD) of a 2-piece molecular cluster, C14H16 overall.

LUMO energy (alpha / beta) (Ha): 0.118 / 0.114
Net charge: -1
Multiplicity: 2
Orbital gap (alpha / beta) (eV): 2.148 / 8.577

Each line ends with the Löwdin spin population.
CARTESIAN COORDINATES (ANGSTROEM)
C -2.99 -0.27 -3.34  0.13
C 1.26 0.76 -2.85  0.08
C 0.67 -0.41 -2.41  0.03
C 0.34 1.69 -3.32  0.05
C -0.68 -0.80 -2.63  0.06
C -1.02 1.38 -3.39  0.07
C -1.61 0.13 -3.18  0.09
H 2.32 1.12 -2.58  0.01
H 1.20 -1.20 -1.70  0.01
H 0.64 2.76 -3.73  0.01
H -0.94 -1.78 -2.25  0.04
H -1.70 2.09 -3.90  0.02
H -3.33 -0.45 -4.29  0.01
H -3.69 0.54 -2.91  0.04
H -3.28 -1.19 -2.68  0.05
C 2.42 -0.65 4.42  0.01
C -0.51 -0.21 1.62  0.07
C 0.65 0.46 1.33  0.03
C -0.89 -0.55 2.86  0.05
C 1.68 0.37 2.22  0.02
C 0.03 -0.44 3.85  0.02
C 1.38 -0.25 3.52  0.01
H -1.22 -0.45 0.72  0.04
H 0.69 0.82 0.34  0.00
H -1.85 -1.01 2.99  0.02
H 2.64 0.87 2.30  0.01
H -0.30 -0.94 4.80  0.01
H 1.94 -1.03 5.30  0.00
H 3.02 0.18 4.72  0.00
H 3.11 -1.53 4.17  0.00



Version Q
The following is a DFT calculation (wB97M-V/def2-TZVPD) of a 2-piece molecular cluster, C14H16 overall.

LUMO energy (alpha / beta) (Ha): 0.113 / 0.110
Net charge: -1
Multiplicity: 2
Orbital gap (alpha / beta) (eV): 2.129 / 6.438

Each line ends with the Löwdin spin population.
CARTESIAN COORDINATES (ANGSTROEM)
C 3.02 3.35 -1.59  0.01
C 1.23 2.28 -0.31  0.02
C 1.63 2.70 -1.52  0.00
C -0.11 1.68 -0.36  0.01
C 0.90 2.64 -2.72  0.02
C -0.93 1.80 -1.43  0.01
C -0.43 2.32 -2.68  0.01
H 1.75 2.46 0.57  0.00
H -0.65 1.11 0.53  0.01
H 3.43 3.27 -2.61  0.00
H 3.67 3.09 -0.79  0.00
H 1.41 2.91 -3.59  0.00
H -1.93 1.50 -1.55  0.00
H -1.15 2.37 -3.55  0.00
H 2.71 4.47 -1.57  0.00
C 1.09 -1.05 1.21  0.03
C -2.43 -3.12 1.89  0.08
C -1.44 -3.25 2.92  0.21
C -2.20 -2.92 0.59  0.07
C -0.22 -2.70 2.52  0.06
C -0.91 -2.26 0.26  0.23
C 0.00 -2.10 1.33  0.11
H -3.36 -3.47 2.19  0.00
H -1.66 -3.79 3.83  0.03
H -2.97 -3.17 -0.15  0.01
H 0.57 -2.84 3.27  0.01
H -0.69 -1.96 -0.68  0.04
H 0.43 -0.16 1.01  0.00
H 1.78 -1.40 0.35  0.02
H 1.52 -0.67 2.03  0.00



Version R
The following is a DFT calculation (wB97M-V/def2-TZVPD) of a 2-piece molecular cluster, C14H16 overall.

LUMO energy (alpha / beta) (Ha): 0.136 / 0.128
Net charge: -1
Multiplicity: 2
Orbital gap (alpha / beta) (eV): 2.695 / 7.425

Each line ends with the Löwdin spin population.
CARTESIAN COORDINATES (ANGSTROEM)
C -3.20 -1.27 -0.14  0.03
C -1.23 -2.02 -1.48  0.05
C -2.01 -0.98 -1.01  0.12
C -0.16 -1.82 -2.37  0.20
C -1.56 0.36 -1.14  0.17
C 0.07 -0.46 -2.77  0.12
C -0.59 0.54 -2.11  0.06
H -1.42 -3.06 -1.20  0.01
H 0.28 -2.72 -2.78  0.03
H -3.19 -2.05 0.65  0.01
H -4.07 -1.57 -0.73  0.01
H -2.11 1.15 -0.66  0.02
H 0.75 -0.34 -3.61  0.01
H -0.32 1.54 -2.47  0.01
H -3.54 -0.43 0.48  0.01
C -0.78 1.87 2.10  0.04
C 2.96 -0.02 1.10  0.01
C 1.90 -0.75 1.66  0.02
C 2.79 1.34 0.94  0.00
C 0.69 -0.14 1.96  0.02
C 1.56 1.97 1.15  0.01
C 0.51 1.22 1.67  0.01
H 3.80 -0.58 0.73  0.00
H 2.07 -1.80 1.90  0.01
H 3.70 1.90 0.75  0.00
H -0.13 -0.72 2.35  0.01
H 1.43 2.98 0.79  0.01
H -1.50 1.26 2.66  0.01
H -1.35 1.94 1.16  0.00
H -0.73 2.82 2.63  0.01



So which one is most stable? That would be version R, about 0.0555 hartree below the next structure.